# C6H10S

An isolated molecule of C6H10S (ωB97M-V/def2-TZVPD, the Open Molecules 2025 dataset).

- SMILES string = S[C@H]1CC[C@@H]2C[C@H]21
- energy relative to the best compared isomer or geometry (same formula, charge and spin) (kJ/mol) = 373.4
- strongest force on any atom (eV/A) = 3.132
- Kohn-Sham gap (eV) = 9.55
- M (g mol⁻¹) = 114.2
- electronic energy (eV) = -17215.753
- E_LUMO (eV) = 0.960
- highest occupied orbital energy (eV) = -8.586

```
! wB97M-V def2-TZVPD RIJCOSX def2/J DEFGRID3
* xyz 0 1
S 1.9298 -0.3993 -0.2822
C 0.6412 0.2123 0.7583
C -0.0633 1.5474 0.2555
C -1.4740 1.2216 -0.4807
C -1.1924 -0.2458 -0.6253
C -1.4811 -1.6487 -0.0077
C -0.6505 -0.6321 0.7524
H 2.4482 0.7475 -0.5492
H 1.0716 0.3953 1.7088
H -0.3537 2.1342 1.0337
H 0.6519 2.0917 -0.3857
H -2.3167 1.5318 0.1784
H -1.6830 1.8083 -1.4099
H -0.4992 -0.4753 -1.4222
H -2.5343 -1.7881 0.4012
H -1.0467 -2.4970 -0.5401
H -1.2950 -0.2890 1.5845
*
```

Results of the Mulliken charge analysis, in e, for atoms 1 through 5: S -0.24; C -0.03; C -0.76; C -0.75; C -0.03